No. 1
{"formula": "C20H41BClN2O5", "method": "ωB97M-V with the def2-TZVPD basis set", "e_tot_ev": -47821.9740, "total_charge": -1, "molar_mass_g_mol": 435.8, "spin_multiplicity": 3, "symbols": ["O", "C", "Cl", "C", "B", "O", "O", "H", "H", "H", "H", "H", "C", "C", "C", "C", "C", "C", "N", "O", "C", "C", "C", "H", "H", "H", "H", "H", "H", "H", "H", "H", "H", "H", "H", "H", "H", "H", "H", "H", "H", "C", "C", "C", "C", "C", "C", "N", "O", "C", "C", "C", "H", "H", "H", "H", "H", "H", "H", "H", "H", "H", "H", "H", "H", "H", "H", "H", "H", "H"], "coordinates": [[0.7548, 1.4783, 3.2019], [0.2458, 0.9835, 2.2406], [0.8363, -0.6714, 1.6927], [-0.8641, 1.4929, 1.4680], [-2.3183, 1.2316, 2.3496], [-2.8414, 2.5234, 2.8031], [-3.2898, 0.5390, 1.4406], [-0.9202, 0.9892, 0.5197], [-0.7217, 2.5424, 1.2912], [-2.0846, 0.5005, 3.3201], [-3.5198, 2.8087, 2.1984], [-3.1113, -0.3835, 1.5520], [4.0745, -4.0454, 3.8239], [3.2227, -4.5779, 2.6558], [3.3621, -6.0944, 2.5614], [4.7466, -6.5315, 2.0840], [5.1076, -5.8556, 0.7600], [4.9165, -4.3367, 0.7547], [3.6153, -3.9484, 1.3639], [2.6686, -4.0494, 0.5047], [6.0822, -3.6437, 1.4862], [4.9710, -3.8398, -0.6837], [1.7882, -4.1976, 2.9913], [3.5974, -4.2990, 4.7694], [5.0774, -4.4657, 3.8706], [4.1580, -2.9596, 3.7779], [2.6089, -6.4841, 1.8698], [3.1454, -6.5339, 3.5370], [5.5039, -6.3126, 2.8419], [4.7610, -7.6155, 1.9507], [6.1435, -6.0815, 0.4982], [4.4852, -6.2919, -0.0275], [5.8814, -2.5787, 1.6010], [7.0001, -3.7480, 0.9071], [6.2944, -4.0601, 2.4683], [4.2582, -4.3555, -1.3233], [5.9679, -4.0163, -1.0866], [4.7637, -2.7710, -0.7373], [1.6703, -3.1157, 3.0512], [1.5139, -4.6219, 3.9565], [1.0739, -4.5732, 2.2614], [-4.3310, 2.4261, -3.5368], [-4.2174, 3.1377, -2.1741], [-5.3164, 4.1881, -2.0469], [-5.1042, 5.3838, -2.9754], [-3.7193, 5.9989, -2.7665], [-2.5692, 4.9894, -2.8051], [-2.8805, 3.7738, -2.0051], [-2.6312, 3.9815, -0.7641], [-2.2376, 4.6078, -4.2609], [-1.3156, 5.6526, -2.2501], [-4.4040, 2.0500, -1.1231], [-5.1848, 1.7501, -3.5245], [-4.4900, 3.0967, -4.3802], [-3.4405, 1.8295, -3.7364], [-5.3554, 4.5441, -1.0132], [-6.2818, 3.7209, -2.2510], [-5.2367, 5.0907, -4.0211], [-5.8675, 6.1400, -2.7774], [-3.5379, 6.7699, -3.5189], [-3.7124, 6.5036, -1.7956], [-1.5137, 3.7931, -4.2860], [-1.7962, 5.4600, -4.7789], [-3.1056, 4.3131, -4.8465], [-1.4763, 6.0673, -1.2578], [-1.0194, 6.4691, -2.9088], [-0.4901, 4.9430, -2.1906], [-3.6223, 1.2956, -1.1816], [-5.3644, 1.5590, -1.2809], [-4.4043, 2.4343, -0.1090]], "forces_ev_per_angstrom": [[0.2087, -0.6382, -0.4635], [-0.0164, 1.2828, 0.9426], [0.1381, -0.3820, 0.0029], [0.1960, -0.6554, -0.3291], [-0.4179, -0.1165, 0.1077], [0.1766, -0.2644, 0.2281], [0.0662, 0.8760, 0.1031], [-0.1754, -0.2636, -0.3893], [-0.0648, 0.6388, 0.2155], [0.1611, 0.0725, -0.0250], [-0.2423, 0.1264, -0.3507], [-0.0087, -0.7188, 0.0012], [0.2361, 0.0317, -0.0421], [0.1937, 0.3830, 1.3303], [0.1886, -0.3150, -0.2971], [0.0171, 0.0895, -0.0095], [-0.3040, -0.3931, 0.1540], [1.2715, 0.5625, 0.1429], [-0.4836, -1.3317, -0.6372], [-0.3168, 0.4599, -0.1903], [0.0262, -0.0640, 0.1994], [-0.2578, 0.0660, -0.2467], [-0.3869, 0.0472, -0.2726], [-0.1402, -0.0270, -0.0284], [-0.0536, 0.0216, -0.0382], [-0.0201, 0.0185, -0.0346], [-0.0281, 0.1111, -0.0523], [-0.0247, 0.0673, 0.0682], [-0.0255, 0.0492, 0.0132], [0.0217, -0.0058, -0.0037], [0.0419, 0.0742, -0.0500], [-0.0689, 0.0916, -0.0052], [-0.0507, 0.0133, 0.0210], [-0.0514, -0.0396, -0.1255], [-0.0516, 0.0263, -0.0448], [-0.0732, 0.0478, 0.0727], [0.0947, -0.0258, 0.0747], [-0.0237, 0.0086, 0.0257], [0.0112, 0.0186, -0.0432], [0.1393, -0.0375, 0.0950], [0.0962, 0.0519, -0.0957], [0.0810, 0.1305, -0.1885], [-0.4740, -1.0579, -0.8048], [-0.0319, 0.4839, 0.0090], [0.0741, -0.0482, -0.0207], [-0.4527, 0.0144, 0.2372], [0.5924, 0.1399, -1.2497], [-0.7375, 0.9922, 0.8629], [0.4067, -0.3147, 0.3090], [-0.1661, -0.0705, -0.1092], [0.1443, 0.0192, 0.3187], [0.0849, 0.1336, 0.2510], [-0.0329, -0.0274, 0.1416], [0.0347, -0.0204, 0.0678], [0.0325, 0.0072, 0.0249], [0.1118, -0.0506, 0.0366], [0.0065, -0.0961, -0.0167], [0.0252, -0.0481, 0.0108], [0.0050, 0.0128, -0.0168], [0.0948, 0.0041, -0.0193], [0.0613, -0.0869, 0.0519], [-0.0102, -0.0430, 0.0313], [0.0332, 0.0791, 0.1101], [0.0379, -0.0113, 0.0621], [-0.0168, -0.1166, 0.0274], [-0.0459, 0.0053, -0.1122], [-0.0113, -0.0301, 0.0120], [0.0599, 0.0095, 0.0710], [-0.0441, 0.0056, -0.1273], [0.1382, 0.0266, 0.0063]]}



No. 2
{"formula": "C20H41N2P3SV", "method": "ωB97M-V with the def2-TZVPD basis set", "e_tot_ev": -88749.1392, "total_charge": 3, "molar_mass_g_mol": 485.5, "spin_multiplicity": 3, "symbols": ["V", "P", "P", "P", "H", "C", "C", "H", "C", "C", "C", "C", "C", "C", "C", "C", "C", "H", "H", "H", "H", "H", "H", "H", "H", "H", "H", "H", "H", "H", "H", "H", "H", "H", "H", "H", "H", "H", "H", "H", "H", "H", "H", "H", "H", "H", "C", "C", "C", "C", "C", "C", "S", "H", "H", "H", "H", "H", "H", "N", "C", "C", "C", "N", "H", "H", "H", "H"], "coordinates": [[-1.7271, -0.2196, 0.3910], [-0.8747, -1.7460, 2.0438], [0.3598, 1.0277, 0.1751], [1.2574, -2.3562, -4.1148], [-3.6126, -1.2704, -2.3288], [-2.6016, -1.5659, -1.9938], [-2.5537, -1.7651, -0.4922], [-3.5766, -1.8778, -0.0914], [-1.7097, -1.4973, 3.6497], [0.8982, -1.6667, 2.5100], [-1.0142, -3.5658, 1.7996], [0.3842, 2.4185, -1.0246], [0.9007, 1.9105, 1.6949], [1.8775, 0.1658, -0.3110], [1.0817, -3.6881, -5.3026], [1.4577, -3.0135, -2.4505], [2.6481, -1.2937, -4.5242], [-2.3305, -2.5130, -2.5068], [-1.9624, -2.6538, -0.2262], [-2.7942, -1.4224, 3.5070], [-1.3494, -0.5624, 4.0956], [-1.4882, -2.3371, 4.3215], [1.2051, -0.6270, 2.6746], [1.5074, -2.1130, 1.7121], [1.0396, -2.2466, 3.4341], [-2.0647, -3.8488, 1.6431], [-0.6202, -4.0774, 2.6922], [-0.4223, -3.8778, 0.9256], [1.4273, 2.5829, -1.3358], [0.0115, 3.3401, -0.5552], [-0.2265, 2.1888, -1.9094], [1.9604, 2.1844, 1.5874], [0.7739, 1.2914, 2.5893], [0.3045, 2.8229, 1.8213], [2.7065, 0.8771, -0.2312], [1.7878, -0.1786, -1.3434], [2.0714, -0.6857, 0.3417], [2.0138, -3.8199, -5.8679], [0.2728, -3.4279, -5.9968], [0.8143, -4.6239, -4.7944], [2.3430, -3.6651, -2.4003], [0.5640, -3.5936, -2.1843], [1.5649, -2.2052, -1.7152], [3.3060, -1.7914, -5.2477], [3.2224, -1.0260, -3.6278], [2.2553, -0.3736, -4.9741], [-2.4132, 1.0619, -2.6072], [-2.4149, 1.9992, -3.6618], [-3.4107, 2.9712, -3.7054], [-4.3904, 3.0272, -2.6995], [-4.3298, 2.1518, -1.6123], [-3.3092, 1.1972, -1.5437], [-1.3517, -0.3515, -2.7475], [0.0669, -1.5708, -4.0860], [-1.6516, 1.9009, -4.4365], [-3.4396, 3.6614, -4.5488], [-5.2115, 3.7409, -2.7549], [-5.1054, 2.1580, -0.8433], [-3.3731, 0.4286, -0.7209], [-2.5006, 2.6448, 0.8893], [-2.9707, 3.5063, 1.8128], [-3.5949, 2.7389, 2.7741], [-3.4076, 1.3979, 2.4201], [-2.7115, 1.3400, 1.2621], [-2.1636, 2.9249, -0.0304], [-2.7644, 4.5623, 1.7552], [-4.1385, 3.1016, 3.6257], [-3.7284, 0.5040, 2.9307]], "forces_ev_per_angstrom": [[-0.2107, 0.9184, -0.0320], [0.8332, -1.1963, 1.6379], [1.0819, 1.2385, -0.2302], [0.0523, -0.0587, 0.1311], [0.7260, -0.0041, -0.1094], [0.1714, -1.0828, -1.0375], [-0.1678, -0.5584, -0.7563], [0.2117, -0.0648, 0.0838], [-0.1005, 0.1687, -0.0504], [-0.0806, 0.1749, -0.0424], [-0.2380, 0.1482, -0.2640], [-0.1649, -0.0224, -0.2300], [-0.2368, -0.1288, 0.1631], [0.0976, -0.3077, -0.0229], [-0.2603, -0.1336, -0.2287], [-0.1112, -0.1470, 0.2884], [0.0182, 0.3938, -0.1033], [-0.3305, 0.4997, 0.2198], [-0.2986, 0.2231, -0.2240], [0.2074, -0.1483, 0.1280], [-0.1048, -0.1749, 0.0028], [-0.0524, 0.2463, -0.1435], [0.0855, -0.4303, 0.0507], [-0.1320, 0.0880, 0.3063], [0.0086, 0.2000, -0.2795], [0.3240, -0.0390, 0.0895], [-0.1648, 0.2450, -0.2908], [-0.1955, 0.0579, 0.2616], [-0.3629, 0.0706, 0.1083], [0.1364, -0.2476, -0.1701], [0.2770, 0.1576, 0.2640], [-0.3322, -0.0429, 0.0552], [0.0847, 0.2592, -0.1408], [0.1382, -0.2323, -0.0027], [-0.0833, -0.1816, -0.0674], [0.0385, 0.1136, 0.0754], [0.0970, 0.0986, -0.1254], [-0.2488, -0.0104, 0.2009], [0.2353, -0.1151, 0.0401], [0.0967, 0.2294, -0.1288], [-0.2621, 0.1735, -0.0682], [0.2368, 0.0025, -0.1208], [0.0406, -0.1839, -0.3199], [-0.1441, 0.1169, 0.2191], [-0.1549, -0.1302, -0.2199], [0.2080, -0.1697, -0.0106], [-0.0620, 0.8301, -0.3898], [-0.1031, -0.4103, 0.5386], [0.0210, 0.0054, 0.1659], [0.1734, -0.1628, 0.1566], [0.0679, 0.0679, -0.1341], [-0.2818, -0.7598, -0.2321], [-1.2130, -0.1661, 1.4578], [0.7072, -0.5197, -0.2292], [-0.4083, 0.1390, 0.0555], [-0.0527, -0.1436, 0.2705], [0.2541, -0.1468, -0.0836], [0.2581, 0.1501, -0.1961], [-0.2915, 0.8675, -1.2530], [0.2998, 0.1820, 0.4989], [-0.0067, -1.0369, -0.1673], [-0.2425, -0.2491, 0.5372], [0.4312, 1.1553, -0.5809], [-0.2388, 0.5648, 0.4033], [-0.0433, -0.5587, 0.2930], [-0.3216, 0.0816, -0.1619], [0.0480, 0.0481, 0.1792], [0.0357, 0.0484, -0.0351]]}



No. 3
{"formula": "C20H41N4PSi3Sn", "method": "ωB97M-V with the def2-TZVPD basis set", "e_tot_ev": -66108.2089, "total_charge": 2, "molar_mass_g_mol": 571.5, "spin_multiplicity": 1, "symbols": ["Sn", "C", "Si", "C", "C", "C", "Si", "C", "C", "C", "Si", "C", "C", "C", "C", "C", "C", "C", "N", "H", "H", "H", "H", "H", "H", "H", "H", "H", "H", "H", "H", "H", "H", "H", "H", "H", "H", "H", "H", "H", "H", "H", "H", "H", "H", "H", "H", "C", "N", "C", "N", "C", "N", "C", "P", "C", "C", "H", "H", "H", "H", "H", "H", "H", "H", "H", "H", "H", "H", "H"], "coordinates": [[0.0886, -1.5811, -0.0767], [2.7410, -1.2883, 4.0699], [2.0765, -1.8529, 2.4129], [1.0835, -3.4406, 2.6681], [3.5111, -2.3620, 1.2969], [1.0092, -0.4778, 1.5391], [-0.2554, 0.2943, 2.7426], [0.5344, 1.6564, 3.7719], [-1.0444, -0.9874, 3.8678], [-1.6970, 1.0695, 1.7859], [2.1064, 0.8351, 0.7389], [3.6514, 1.3560, 1.6593], [1.1836, 2.3813, 0.1752], [2.6360, 0.0081, -0.9062], [3.7703, 0.3360, -1.6358], [4.0565, -0.3204, -2.8218], [3.1902, -1.3044, -3.2780], [2.0731, -1.5873, -2.5238], [1.8082, -0.9481, -1.3761], [3.3631, -2.0902, 4.4709], [1.9532, -1.1025, 4.7981], [3.3615, -0.3957, 4.0087], [1.7969, -4.2426, 2.8657], [0.4809, -3.7811, 1.8189], [0.4163, -3.3842, 3.5264], [4.1138, -3.0858, 1.8481], [4.1784, -1.5541, 0.9960], [3.1824, -2.8726, 0.3874], [1.3951, 1.3162, 4.3464], [-0.2013, 2.0310, 4.4853], [0.8503, 2.5096, 3.1715], [-0.3633, -1.3781, 4.6210], [-1.4525, -1.8400, 3.3205], [-1.8724, -0.5194, 4.4013], [-1.4152, 1.9592, 1.2243], [-2.4678, 1.3556, 2.5007], [-2.1571, 0.3528, 1.0926], [3.4015, 1.7608, 2.6403], [4.1609, 2.1501, 1.1120], [4.3622, 0.5445, 1.8051], [0.9094, 3.0303, 1.0046], [0.2738, 2.1368, -0.3760], [1.8250, 2.9626, -0.4893], [4.4382, 1.1004, -1.2644], [4.9485, -0.0757, -3.3826], [3.3819, -1.8490, -4.1906], [1.3688, -2.3579, -2.8190], [-4.6369, 1.5579, -2.2274], [-4.4529, 0.0291, -2.1578], [-4.1230, -0.4694, -3.5761], [-2.9917, 0.2052, -4.0930], [-3.2173, 1.6478, -4.1170], [-3.4900, 2.1715, -2.7832], [-2.3240, 2.1211, -1.9042], [-1.7278, 0.3876, -1.6331], [-3.3796, -0.3447, -1.1814], [-1.7510, -0.1516, -3.4095], [-4.8316, 1.9026, -1.2113], [-5.5124, 1.7274, -2.8576], [-5.3344, -0.3933, -1.8601], [-5.0078, -0.2618, -4.1809], [-3.9601, -1.5457, -3.5063], [-4.0726, 1.8597, -4.7623], [-2.3406, 2.1449, -4.5289], [-2.5622, 2.5811, -0.9417], [-1.5180, 2.7078, -2.3503], [-3.6964, 0.0052, -0.1968], [-3.3094, -1.4341, -1.1546], [-1.6007, -1.2338, -3.4663], [-0.9153, 0.3184, -3.9342]], "forces_ev_per_angstrom": [[0.0095, 0.1092, 0.1712], [-0.0801, -0.0460, -0.1713], [0.0119, 0.0636, -0.0986], [0.0022, 0.1589, -0.0431], [-0.1160, 0.0864, 0.0334], [0.1752, 0.0898, 0.0196], [0.1187, -0.0223, 0.0959], [-0.1352, -0.1519, -0.1251], [0.0604, 0.0913, -0.1778], [0.0234, -0.1797, -0.0524], [-0.0524, -0.0236, 0.1433], [-0.1923, -0.0594, -0.0728], [0.0788, -0.1678, 0.0181], [-0.0233, 0.0622, 0.1186], [0.0410, 0.0439, 0.0021], [0.0044, -0.0029, -0.0067], [-0.0188, -0.0086, 0.0021], [-0.0452, -0.1294, -0.1092], [-0.0481, -0.0601, 0.0218], [0.0392, -0.0533, 0.0184], [-0.0644, 0.0202, 0.0251], [0.0279, 0.0485, -0.0552], [0.0482, -0.0302, 0.0292], [0.0413, 0.0470, -0.0337], [-0.0316, 0.0343, 0.0317], [0.0349, -0.0333, 0.0428], [-0.0153, 0.0313, 0.0162], [-0.0615, -0.0052, -0.0363], [0.0241, -0.0842, 0.0033], [-0.0511, 0.0092, 0.0490], [0.0259, 0.0191, -0.0371], [0.0776, -0.0197, 0.0306], [-0.0115, -0.0024, -0.0412], [-0.0484, 0.0517, 0.0409], [0.0715, 0.0526, -0.0300], [-0.0821, 0.0643, 0.0702], [0.1083, 0.0269, 0.2039], [-0.0434, 0.0186, 0.0360], [0.0141, 0.0517, -0.0548], [0.0032, -0.0543, 0.0158], [-0.0262, 0.0259, 0.0674], [-0.0064, -0.0233, -0.0145], [0.0620, 0.0063, -0.0204], [0.0329, 0.0305, 0.0232], [0.0142, 0.0056, -0.0075], [-0.0038, -0.0130, -0.0146], [0.0311, 0.0121, -0.0223], [-0.1579, 0.0081, 0.0299], [-0.0440, 0.0022, -0.0379], [-0.1503, -0.0837, -0.0499], [0.0417, -0.0103, -0.0384], [-0.0401, 0.0577, -0.1368], [0.0339, 0.0585, 0.0494], [0.0842, 0.1859, 0.0407], [0.0295, -0.2322, 0.0190], [-0.0877, 0.0131, 0.0065], [0.1323, -0.0259, -0.0630], [-0.0047, -0.0139, -0.0374], [0.0415, -0.0234, 0.0547], [0.0044, 0.0062, -0.0070], [0.0366, -0.0290, 0.0401], [-0.0148, 0.0436, -0.0071], [0.0468, -0.0001, 0.0288], [-0.0198, -0.0086, 0.0012], [0.0108, -0.0202, -0.0365], [-0.0112, -0.0132, 0.0350], [0.0350, -0.0287, -0.0586], [0.0116, 0.0147, 0.0079], [0.0067, 0.0474, 0.0117], [-0.0094, -0.0384, 0.0424]]}